Here is a structure of composition C69H60BiCl2FN8O3P2S2Te from the OMol25 dataset. Energies are from ωB97M-V/def2-TZVPD.

Each line ends with the Löwdin charge.
CARTESIAN COORDINATES (ANGSTROEM)
Bi  -0.26682  -0.23542  0.29690  1.45
C  0.19713  -2.78763  5.25894  -0.06
C  -1.21712  -2.67328  4.69555  -0.25
N  -1.68205  -1.30449  4.68164  -0.14
C  -2.17729  -0.77735  5.93433  -0.21
C  -3.62382  -1.22096  6.18978  -0.07
C  -1.83731  -0.59979  3.53645  -0.69
S  -1.89928  -1.47238  2.05432  0.68
N  -2.17504  0.65919  3.64523  0.10
C  -2.10424  1.68791  2.81746  -0.48
O  -1.24853  1.91046  1.94275  -0.20
C  -3.14788  2.71577  3.12855  -0.14
C  -4.37450  2.32316  3.65508  -0.03
C  -5.35155  3.26351  3.92152  -0.10
C  -5.10580  4.60787  3.68627  -0.11
C  -3.88618  5.00564  3.16222  -0.08
C  -2.91437  4.06240  2.87538  -0.04
H  0.48531  -3.83500  5.27833  0.08
H  0.27564  -2.38208  6.26807  0.06
H  0.89215  -2.25905  4.61276  0.07
H  -1.91279  -3.28462  5.27990  0.11
H  -1.21207  -3.04352  3.67062  0.05
H  -2.13598  0.31262  5.88923  0.11
H  -1.53692  -1.13196  6.74772  0.11
H  -4.23556  -0.96748  5.32706  0.07
H  -4.02287  -0.72551  7.07450  0.07
H  -3.68367  -2.29759  6.34101  0.06
H  -4.55316  1.27337  3.84029  0.11
H  -6.31129  2.94847  4.31478  0.09
H  -5.87174  5.34145  3.90437  0.09
H  -3.69184  6.05275  2.96480  0.10
H  -1.96423  4.36410  2.45172  0.07
S  0.28798  -2.24371  -1.03467  0.63
C  -1.36635  -2.98410  -0.92388  -0.73
N  -1.51084  -4.26325  -0.74668  0.10
N  -0.39873  -4.96357  -0.53232  -0.01
C  -0.39440  -6.23564  -0.05947  -0.24
C  0.83061  -6.85427  0.22851  -0.02
C  0.86423  -8.14605  0.70592  -0.11
C  -0.31291  -8.85561  0.91010  -0.13
C  -1.52882  -8.25238  0.61851  -0.11
C  -1.57753  -6.96412  0.12959  -0.03
N  -2.42611  -2.20950  -0.99465  0.05
N  -2.28460  -0.92546  -0.78380  -0.18
C  -3.43712  -0.18204  -0.71010  -0.33
C  -3.33022  1.12813  -0.23905  -0.09
C  -4.43648  1.92869  -0.08089  -0.07
C  -5.68992  1.44790  -0.42422  -0.08
C  -5.81252  0.15752  -0.91931  -0.09
C  -4.71086  -0.66252  -1.05349  -0.02
H  0.46562  -4.41199  -0.46576  0.06
H  1.74258  -6.29176  0.09277  0.11
H  1.81411  -8.61288  0.93452  0.10
H  -0.28334  -9.86198  1.30823  0.09
H  -2.45108  -8.79567  0.78858  0.09
H  -2.51114  -6.47249  -0.08953  0.10
H  -2.35226  1.48515  0.02856  -0.02
H  -4.30735  2.92480  0.32059  0.10
H  -6.55930  2.07931  -0.31122  0.10
H  -6.79242  -0.20611  -1.20168  0.09
H  -4.80086  -1.67787  -1.40860  0.10
Te  -1.06685  3.83521  -0.36143  1.42
C  -0.82867  5.54463  -1.59285  -0.51
C  0.34663  5.86344  -2.27566  -0.14
C  0.36348  6.94734  -3.12798  -0.17
N  -0.68083  7.73694  -3.35269  0.03
C  -1.79106  7.45007  -2.68394  -0.20
C  -1.91189  6.39481  -1.80630  -0.15
C  0.54534  2.81317  -1.35486  -0.85
P  1.65812  2.30976  -0.04110  0.80
C  1.97413  3.99194  0.71262  -0.39
C  1.30295  4.30522  1.89316  -0.20
C  1.47417  5.53153  2.50764  -0.11
C  2.32363  6.47316  1.94886  -0.12
C  3.00287  6.17224  0.78240  -0.10
C  2.83921  4.93741  0.17493  -0.09
C  3.36816  2.15548  -0.67425  -0.37
C  3.78405  2.49825  -1.95009  -0.10
C  5.11668  2.37552  -2.29498  -0.10
C  6.03745  1.90672  -1.37339  -0.12
C  5.62152  1.53027  -0.10757  -0.09
C  4.28970  1.65197  0.23352  -0.09
P  -0.26515  1.39794  -2.11015  0.77
C  -1.54327  2.26165  -3.17397  -0.37
C  -2.74158  1.61992  -3.45934  -0.10
C  -3.68107  2.20730  -4.29122  -0.10
C  -3.43174  3.43966  -4.86864  -0.11
C  -2.22594  4.07354  -4.61949  -0.08
C  -1.29194  3.48446  -3.79065  -0.13
C  0.63150  0.91313  -3.64303  -0.33
C  1.32159  1.85204  -4.39590  -0.11
C  1.89843  1.49676  -5.59983  -0.10
C  1.81025  0.19136  -6.05349  -0.12
C  1.13919  -0.75378  -5.29624  -0.10
C  0.54004  -0.39309  -4.10232  -0.10
H  1.22605  5.24623  -2.14720  0.08
H  1.25855  7.20635  -3.68481  0.09
H  -2.63120  8.10317  -2.89212  0.09
H  -2.85002  6.19801  -1.30716  0.08
H  0.64375  3.56686  2.33129  0.04
H  0.93542  5.76525  3.41744  0.09
H  2.45290  7.43938  2.42185  0.09
H  3.65896  6.91203  0.34021  0.09
H  3.39302  4.71893  -0.72893  0.10
H  3.06206  2.86085  -2.66411  0.08
H  5.44506  2.65516  -3.28823  0.09
H  7.08200  1.83335  -1.64368  0.08
H  6.33305  1.14589  0.61280  0.08
H  3.94824  1.36218  1.21606  0.08
H  -2.93336  0.64750  -3.02779  0.08
H  -4.61911  1.70465  -4.48792  0.09
H  -4.16722  3.90391  -5.51481  0.09
H  -2.01867  5.03665  -5.06744  0.10
H  -0.35253  3.98773  -3.62708  0.07
H  1.39734  2.86875  -4.03822  0.08
H  2.42268  2.24415  -6.18379  0.09
H  2.25492  -0.08491  -6.99999  0.08
H  1.09293  -1.77993  -5.63619  0.09
H  0.02289  -1.13134  -3.50735  0.05
F  1.64326  0.39215  -1.28629  -0.63
Cl  6.87410  -0.70753  3.21486  0.74
C  5.74225  0.52576  3.67225  -0.58
C  6.25596  1.73954  4.08827  -0.13
C  5.40725  2.80062  4.34200  -0.10
C  4.04280  2.64896  4.14839  -0.10
C  3.53223  1.42588  3.76524  -0.56
Cl  1.82167  1.24613  3.50773  0.79
C  4.36226  0.30354  3.53478  -0.31
N  3.81468  -0.86780  3.10974  0.09
C  4.22910  -2.16527  3.38195  -0.23
C  4.90761  -2.50167  4.55129  -0.09
C  5.23650  -3.82015  4.81715  -0.11
C  4.84855  -4.82220  3.94711  -0.11
C  4.15799  -4.49417  2.79305  -0.04
C  3.87113  -3.17754  2.47262  -0.16
C  3.12765  -2.82744  1.23205  -0.05
C  1.64804  -2.53616  1.65463  -0.75
O  0.90109  -3.47520  1.85354  0.00
O  1.39549  -1.29143  1.80026  -0.31
H  7.32527  1.85094  4.18205  0.09
H  5.81074  3.75042  4.65442  0.10
H  3.36455  3.47485  4.28980  0.10
H  2.91463  -0.80036  2.61297  0.07
H  5.18280  -1.73123  5.26005  0.10
H  5.78708  -4.06244  5.71721  0.09
H  5.07945  -5.85611  4.16365  0.09
H  3.84089  -5.27302  2.11682  0.10
H  3.11935  -3.65350  0.52196  0.11
H  3.53744  -1.93820  0.74878  0.13

Computed properties:
Maximum force in eV Å⁻¹: 4.634
Energy above the lowest of the compared OMol25 structures with the same formula, charge and spin in kJ/mol: 132.7
DFT total energy in hartree: -6311.1657
E_LUMO (alpha / beta) in Ha: 0.0933 / 0.0929
Total charge: -2
Molecular weight in g/mol: 1601.86

---

Here is an isolated molecule of C6H9N3O2 from the OMol25 dataset. Energies are from ωB97M-V/def2-TZVPD.

Each line ends with the Löwdin charge.
CARTESIAN COORDINATES (ANGSTROEM)
N  2.33390  -1.35049  0.65795  0.00
C  1.67220  -0.43361  -0.32440  -0.26
C  0.21318  -1.15030  -0.78679  -0.05
C  -0.99410  -0.55158  -0.17708  -0.33
C  -2.01885  0.04981  -0.89404  -0.02
N  -2.90128  0.59664  0.09406  0.04
C  -2.43162  0.24283  1.25518  -0.22
N  -1.23087  -0.40597  1.17964  0.10
C  1.66604  1.04870  0.07770  -0.49
O  1.97478  1.38238  1.20886  0.10
O  1.03292  1.80797  -0.83149  0.11
H  1.60657  -1.50099  1.48642  0.13
H  3.10310  -0.73748  0.98304  0.07
H  2.31707  -0.57623  -1.21879  0.13
H  0.29799  -2.14703  -0.48305  0.08
H  0.14927  -1.11139  -1.87545  0.11
H  -2.28807  0.08748  -1.90250  0.09
H  -3.42884  1.47111  0.06216  0.16
H  -2.64929  0.67958  2.26488  0.14
H  1.57589  2.59856  -0.77630  0.12

Computed properties:
Maximum force in eV Å⁻¹: 5.636
Energy above the lowest of the compared OMol25 structures with the same formula, charge and spin in kJ/mol: 193.7
DFT total energy in hartree: -548.7476
Structure (SMILES): N[C@@H](Cc1c[nH]cn1)C(=O)O
E_LUMO in Ha: 0.0232
Total charge: 0
Molecular weight in g/mol: 155.16

---

Here is a cluster of 9 separate species, H18O9 in total from the OMol25 dataset. Energies are from ωB97M-V/def2-TZVPD.

Each line ends with the Löwdin charge.
CARTESIAN COORDINATES (ANGSTROEM)
O  0.42837  -2.44833  2.63219  -0.15
H  -0.38463  -2.09133  2.19519  0.01
H  0.02237  -3.10533  3.44219  0.16
O  -1.20363  -2.27933  -1.38881  0.02
H  -2.01563  -2.43233  -1.05581  -0.01
H  -0.55463  -2.67333  -0.81881  0.06
O  -2.70263  -0.07333  -2.53881  -0.06
H  -2.22963  -0.87733  -2.15681  0.02
H  -2.37963  -0.05433  -3.40381  0.00
O  0.92437  1.94367  -1.86781  0.01
H  0.83537  2.41867  -2.68281  0.09
H  0.67637  2.60467  -1.24481  0.07
O  -0.58863  0.72967  2.87119  -0.10
H  -0.28263  0.50167  1.91619  0.02
H  -1.41263  0.24367  2.79719  0.04
O  -1.43963  3.42567  1.95819  -0.12
H  -0.72963  3.85967  1.48119  0.00
H  -0.95163  2.50567  2.18219  0.06
O  -0.04563  0.16267  0.25819  0.02
H  0.07737  0.97867  -0.14581  0.01
H  -0.67263  -0.42833  -0.11081  0.03
O  2.53637  0.13167  -2.43981  -0.17
H  1.94537  0.99267  -2.19481  -0.01
H  2.59937  -0.33233  -1.56581  -0.01
O  2.57837  -1.22633  0.24719  0.02
H  1.81237  -1.09433  0.64619  -0.08
H  3.15737  -1.38233  0.98819  0.06

Computed properties:
Maximum force in eV Å⁻¹: 6.465
Energy above the lowest of the compared OMol25 structures with the same formula, charge and spin in kJ/mol: 425.3
DFT total energy in hartree: -687.8638
Structure (SMILES): O.O.O.O.O.O.O.O.O
E_LUMO in Ha: -0.0138
Total charge: 0
Molecular weight in g/mol: 162.14

---

Here is the ion C2HCl2N2O with charge +1 from the OMol25 dataset. Energies are from ωB97M-V/def2-TZVPD.

Each line ends with the Löwdin charge.
CARTESIAN COORDINATES (ANGSTROEM)
C  -0.95380  1.10147  0.37203  -0.67
C  -0.39060  -0.01673  -0.38295  -0.87
N  -3.39339  1.51334  0.13646  0.34
N  -2.37888  1.11198  0.15802  0.00
O  -0.62462  1.91424  1.15038  0.18
Cl  -0.79687  0.37138  -2.09014  0.96
Cl  -1.26878  -1.49663  0.14899  0.93
H  0.74944  -0.09411  -0.51698  0.14

Computed properties:
Maximum force in eV Å⁻¹: 4.309
Energy above the lowest of the compared OMol25 structures with the same formula, charge and spin in kJ/mol: 138.8
Spin multiplicity: 3
DFT total energy in hartree: -1181.4099
E_LUMO (alpha / beta) in Ha: -0.1964 / -0.4372
Total charge: +1
Molecular weight in g/mol: 139.95

---

Here is a structure of composition C25H41Cl3EuN3O3SSi from the OMol25 dataset. Energies are from ωB97M-V/def2-TZVPD.

Each line ends with the Löwdin charge.
CARTESIAN COORDINATES (ANGSTROEM)
C  1.85714  -4.69765  -2.56450  -0.07
C  2.67119  -3.45351  -2.28164  -0.22
H  2.35693  -5.48617  -3.15642  0.06
H  0.95681  -4.36244  -3.10712  0.08
H  1.52987  -5.15393  -1.61811  0.08
C  3.80449  -3.14856  -2.94110  -0.14
C  4.11821  -3.76539  -4.27088  -0.14
H  4.50220  -2.39269  -2.56711  0.09
H  3.29417  -3.61767  -4.98929  0.07
H  4.22705  -4.84924  -4.14577  0.05
H  5.02911  -3.40256  -4.76096  0.06
Eu  -1.74955  1.79123  0.36603  0.85
Cl  -1.27215  -0.23628  2.32625  -0.03
Cl  -4.22898  1.33401  -0.29451  -0.28
H  -4.41720  4.17842  5.62178  0.08
H  -4.69209  2.17289  6.15006  0.08
C  -4.22158  4.07423  4.54951  -0.04
C  -4.55277  1.74597  5.15583  -0.05
N  -3.78610  2.69579  4.36659  -0.19
H  -3.43958  4.75786  4.22375  0.09
C  -3.11839  2.28635  3.27599  -0.36
O  -2.64004  3.04633  2.39927  -0.16
H  -3.98059  0.82129  5.24464  0.09
H  -2.98197  1.18054  3.21218  0.04
H  -5.13580  4.27891  3.97828  0.10
H  -5.52071  1.50398  4.69414  0.10
H  -0.14869  -0.70160  -4.00696  0.08
H  2.72946  0.10313  -4.22795  0.09
C  -0.14871  0.36291  -4.27858  -0.06
C  2.20966  1.06877  -4.29973  -0.07
N  0.92973  1.05338  -3.59535  -0.17
H  -1.10888  0.82734  -4.04839  0.08
C  0.73859  1.89767  -2.55069  -0.36
O  -0.31934  2.36860  -2.10705  -0.15
H  2.83745  1.86111  -3.87402  0.09
H  1.70933  2.14768  -2.08022  0.11
H  0.06390  0.43251  -5.34917  0.08
H  2.04619  1.25336  -5.36501  0.08
O  0.69115  -2.08725  -1.72502  -0.30
C  1.91495  -2.42959  -1.36710  -0.52
C  3.18811  -0.13096  -1.32474  -0.06
C  2.80322  -1.30876  -0.69552  -0.13
H  2.76015  0.09114  -2.30211  0.06
C  4.08674  0.77141  -0.73274  -0.11
H  1.76974  -3.12106  -0.51123  0.10
C  3.31875  -1.55343  0.57797  -0.04
H  4.40183  1.66833  -1.28038  0.09
C  4.61114  0.50750  0.53918  -0.13
C  4.17559  -0.64422  1.22202  -0.10
H  3.04874  -2.49098  1.07316  0.10
H  5.33432  1.18974  0.99028  0.09
H  4.56218  -0.85211  2.21946  0.09
Si  -2.79999  -1.80575  -1.16685  0.28
Cl  -1.19257  -0.23927  -1.09618  0.32
C  -4.05451  -1.19104  -2.44650  -0.26
C  -3.57964  -2.00806  0.53329  -0.25
C  -2.15932  -3.45746  -1.58824  -0.22
H  -3.84166  -0.19876  -2.88328  0.01
H  -5.05996  -1.11276  -1.98060  0.02
H  -4.15814  -1.90295  -3.28745  0.02
H  -1.65352  -3.44604  -2.56014  0.03
H  -3.08093  -4.06674  -1.60573  0.04
H  -1.47778  -3.82787  -0.81608  0.04
H  -2.94743  -1.65933  1.36321  -0.08
H  -3.76882  -3.07537  0.71435  0.02
H  -4.53508  -1.46763  0.59199  0.00
S  1.02616  2.43106  0.95114  0.60
C  0.94647  2.70916  2.60545  -0.78
N  0.58739  1.71418  3.48581  0.01
C  0.20109  1.99678  4.76435  -0.09
C  0.30026  3.28339  5.25270  -0.09
C  0.78110  4.29884  4.40821  -0.07
C  1.17665  3.99092  3.12277  -0.11
H  0.29851  0.78219  3.08719  -0.03
H  -0.21543  1.14766  5.31686  0.13
H  0.01064  3.47707  6.28233  0.10
H  0.82154  5.32186  4.76034  0.10
H  1.55999  4.71955  2.42402  0.10

Computed properties:
Maximum force in eV Å⁻¹: 3.099
Energy above the lowest of the compared OMol25 structures with the same formula, charge and spin in kJ/mol: 288.8
Spin multiplicity: 8
DFT total energy in hartree: -4145.9682
E_LUMO (alpha / beta) in Ha: 0.0779 / 0.0779
Total charge: -1
Molecular weight in g/mol: 750.10

---

Q: What is the molecular weight in the fifth record?
A: 750.10 g/mol